1.
This record from OMol25 describes C32H28N7S3Ti as an isolated structure. The level of theory is the ωB97M-V functional and the def2-TZVPD basis.

The geometry in XYZ format:
```
71
Properties=species:S:1:pos:R:3:forces:R:3
Ti 0.736 0.270 0.068 -2.39 -0.28 -0.18
N 0.127 2.825 3.490 0.01 -0.03 -0.12
C -0.196 2.013 2.411 0.07 -0.06 0.37
S -0.223 2.681 0.817 0.29 -0.17 -0.08
N -0.391 0.755 2.688 -0.09 0.04 -0.63
N -0.632 0.038 1.488 0.37 0.17 0.39
C -1.883 -0.436 1.286 0.00 -0.16 -0.30
C -3.031 -0.258 2.189 0.12 -0.03 0.14
C -2.958 -0.550 3.554 0.03 0.00 0.02
C -4.068 -0.408 4.372 0.02 0.00 0.01
C -5.279 0.028 3.849 -0.01 0.00 -0.02
C -5.363 0.332 2.497 0.05 0.01 -0.02
C -4.249 0.200 1.681 -0.01 -0.01 -0.01
C -1.977 -1.060 0.039 -0.11 -0.17 -0.18
C -3.053 -1.878 -0.427 0.09 0.11 0.12
C -2.952 -2.518 -1.618 0.07 -0.04 -0.10
C -1.774 -2.361 -2.399 -0.05 -0.06 -0.06
C -0.784 -1.558 -1.930 0.03 0.19 0.26
N -0.858 -0.897 -0.740 0.39 0.19 0.04
H -0.032 3.805 3.331 -0.02 0.02 0.00
H -0.210 2.469 4.373 -0.01 0.04 0.02
H -2.017 -0.887 3.966 0.01 0.00 0.00
H -3.986 -0.645 5.426 -0.01 0.00 0.01
H -6.146 0.136 4.489 0.00 0.00 0.01
H -6.294 0.690 2.073 -0.02 0.00 0.02
H -4.307 0.467 0.634 -0.01 0.00 -0.01
H -3.923 -2.010 0.202 0.00 0.02 0.02
H -3.757 -3.158 -1.958 0.01 0.00 -0.03
H -1.650 -2.854 -3.354 -0.05 -0.03 0.01
H 0.125 -1.377 -2.491 -0.02 -0.04 -0.05
S 3.707 -0.616 -1.433 -0.20 -0.13 0.09
C 2.675 -1.805 -0.828 0.19 0.45 0.10
N 1.774 -1.680 0.157 0.23 0.12 -0.39
C 1.155 -2.900 0.445 -0.08 0.36 0.13
C 0.225 -3.093 1.463 -0.02 -0.12 -0.04
C -0.316 -4.354 1.639 0.00 -0.03 -0.01
C 0.056 -5.418 0.815 -0.03 0.06 0.04
C 0.981 -5.230 -0.198 0.06 -0.01 -0.03
C 1.530 -3.966 -0.374 -0.06 -0.08 0.09
S 2.714 -3.411 -1.518 0.07 -0.30 -0.07
H -0.075 -2.256 2.078 0.02 0.01 0.00
H -1.046 -4.510 2.423 -0.01 -0.02 -0.01
H -0.382 -6.397 0.965 -0.01 -0.01 0.00
H 1.273 -6.053 -0.838 0.00 0.00 -0.01
C 1.660 1.524 -5.148 0.01 0.00 -0.04
C 0.623 2.260 -4.290 0.00 0.00 0.01
C -0.769 2.095 -4.915 -0.02 -0.01 0.00
C 0.977 3.752 -4.230 0.01 0.02 -0.01
C 0.626 1.689 -2.936 0.02 0.05 -0.02
C 0.642 1.194 -1.825 0.19 -0.18 -0.04
H 1.683 1.947 -6.157 0.00 0.00 0.00
H 1.417 0.463 -5.219 -0.01 0.00 0.01
H 2.654 1.607 -4.708 0.00 0.01 0.01
H -0.780 2.513 -5.926 -0.01 0.00 -0.01
H -1.523 2.607 -4.316 0.01 0.01 0.01
H -1.043 1.041 -4.968 0.01 -0.01 0.00
H 0.934 4.189 -5.231 0.01 0.01 0.00
H 1.984 3.892 -3.833 0.00 -0.01 0.01
H 0.281 4.288 -3.584 -0.01 -0.01 0.00
N 6.734 3.243 3.352 -0.01 -0.01 -0.02
C 5.806 2.787 2.853 -0.48 -0.24 -0.22
C 4.618 2.211 2.225 0.86 0.43 0.42
C 4.106 2.795 1.075 -0.38 -0.15 -0.21
C 2.974 2.231 0.516 0.32 0.01 0.22
N 2.399 1.150 1.053 0.45 0.10 0.22
C 2.888 0.599 2.155 0.41 0.09 0.27
C 4.018 1.100 2.790 -0.41 -0.14 -0.19
H 4.556 3.665 0.621 0.08 0.01 0.06
H 2.508 2.631 -0.374 -0.01 -0.04 -0.01
H 2.370 -0.272 2.536 -0.01 0.01 -0.03
H 4.397 0.629 3.684 0.06 0.05 0.01
```
Positions in Å, forces in eV/Å.

The spin multiplicity is 1. The value obtained for the LUMO energy (spin up / spin down) is 0.06232 / 0.06318 hartree. Its HOMO energy (spin up / spin down) is -3.0 / -3.1 eV. The total charge is -1. Its energy above the lowest of the compared OMol25 structures with the same formula, charge and spin is 11.43 kcal/mol. The calculation puts the HOMO-LUMO gap (spin up / spin down) at 4.74 / 4.78 eV. For the largest force on an atom, the calculation gives 2.4 eV/Å.

2.
This record from OMol25 describes C32H29AuCl3O6Si as an isolated structure. The level of theory is the ωB97M-V functional and the def2-TZVPD basis.

The geometry in XYZ format:
```
72
Properties=species:S:1:pos:R:3:forces:R:3
Au 1.356 0.911 -1.858 0.63 -0.58 0.02
C 3.126 -2.137 -0.464 -0.07 -0.01 -0.02
C 2.329 -1.703 0.743 -0.06 0.06 -0.02
C 2.995 -2.092 2.054 0.04 0.01 0.01
O 2.130 -0.299 0.689 0.02 -0.07 0.00
C 0.826 -0.082 1.209 0.03 0.03 0.09
C 0.039 -1.248 0.602 -0.06 -0.08 -0.04
O 1.020 -2.285 0.718 0.02 0.01 -0.06
C -0.529 -1.229 -0.844 0.04 -0.09 -0.04
O 0.431 -0.937 -1.811 -0.32 0.40 -0.05
C -1.789 -0.360 -0.965 -0.03 0.03 0.06
C -2.765 -0.300 0.025 -0.07 0.03 -0.01
C -3.918 0.452 -0.157 0.04 -0.02 0.01
C -4.117 1.155 -1.334 0.01 0.01 -0.04
C -3.159 1.081 -2.338 -0.07 0.03 0.01
C -2.018 0.320 -2.154 0.05 -0.04 0.03
C -1.010 -2.670 -1.169 0.04 0.01 -0.04
C -1.712 -3.460 -0.263 -0.01 0.02 0.00
C -2.162 -4.724 -0.616 0.00 0.00 0.01
C -1.923 -5.225 -1.888 0.00 0.00 -0.02
C -1.228 -4.443 -2.798 -0.01 -0.01 0.01
C -0.776 -3.180 -2.441 0.04 -0.01 -0.01
C 0.438 1.399 1.060 -0.02 -0.01 -0.03
O 0.318 1.804 -0.239 0.04 -0.10 -0.04
C 1.538 2.206 1.797 0.02 -0.02 0.05
C 2.291 3.126 1.081 -0.02 -0.01 -0.01
C 3.301 3.851 1.698 0.01 0.01 0.02
C 3.572 3.670 3.046 0.02 0.02 -0.02
C 2.817 2.761 3.774 -0.04 -0.03 0.00
C 1.808 2.039 3.153 0.04 0.02 0.00
C -0.892 1.674 1.794 -0.02 0.03 -0.02
C -1.681 2.711 1.303 0.02 0.01 -0.01
C -2.877 3.048 1.912 -0.02 -0.01 0.01
C -3.324 2.342 3.023 0.00 0.01 -0.01
C -2.552 1.303 3.517 0.01 0.00 0.00
C -1.343 0.979 2.913 -0.02 -0.01 0.01
H 4.079 -1.607 -0.494 0.01 0.02 0.00
H 2.550 -1.914 -1.359 0.01 -0.01 0.01
H 3.312 -3.211 -0.417 0.01 0.00 0.00
H 4.012 -1.701 2.081 -0.01 -0.01 0.01
H 3.023 -3.178 2.143 0.00 -0.01 0.00
H 2.437 -1.688 2.900 0.01 0.00 0.00
H 0.858 -0.306 2.284 0.01 0.03 -0.01
H -0.770 -1.508 1.283 0.00 0.01 0.04
H -2.647 -0.828 0.960 0.01 0.00 0.02
H -4.651 0.500 0.639 0.00 0.00 0.00
H -5.009 1.755 -1.470 0.00 0.00 0.00
H -3.301 1.620 -3.267 0.01 0.00 0.00
H -1.280 0.231 -2.936 0.01 0.05 -0.01
H -1.920 -3.102 0.736 0.00 0.00 0.01
H -2.701 -5.321 0.110 0.00 0.00 0.00
H -2.273 -6.212 -2.163 0.00 0.00 0.00
H -1.029 -4.817 -3.796 0.00 0.00 0.00
H -0.220 -2.575 -3.144 -0.01 0.00 0.00
H 2.066 3.260 0.031 0.01 0.01 0.01
H 3.882 4.560 1.119 0.00 0.00 0.00
H 4.361 4.234 3.528 0.00 0.00 0.00
H 3.011 2.614 4.830 0.00 0.00 0.00
H 1.220 1.346 3.744 0.00 0.00 0.00
H -1.341 3.222 0.412 0.00 0.00 0.00
H -3.476 3.854 1.506 0.00 0.00 0.00
H -4.266 2.597 3.493 0.00 0.00 0.00
H -2.889 0.737 4.378 0.00 0.00 0.00
H -0.769 0.158 3.326 0.00 0.00 0.00
Cl 3.425 -1.263 -4.014 0.03 0.08 0.07
Si 2.424 0.519 -3.887 -0.52 -0.14 -0.13
Cl 3.250 1.786 -5.318 0.05 0.00 0.05
Cl 3.596 1.690 -2.206 0.00 0.42 0.16
O 1.012 0.137 -4.833 0.10 -0.10 0.01
C 0.081 1.065 -4.949 0.08 0.10 0.06
O 0.070 2.112 -4.346 -0.04 -0.08 -0.18
H -0.692 0.776 -5.673 -0.06 -0.02 0.04
```
Positions in Å, forces in eV/Å.

The spin multiplicity is 1. The value obtained for the LUMO energy is 0.07893 hartree. Its HOMO energy is -5.6 eV. The total charge is -1. Its energy above the lowest of the compared OMol25 structures with the same formula, charge and spin is 0.00 kcal/mol. The calculation puts the HOMO-LUMO gap at 7.74 eV. For the largest force on an atom, the calculation gives 0.9 eV/Å.